#i
C3H2FN | ωB97M-V/def2-TZVPD

Last column: Mulliken charge in e.
Cartesian coordinates (Å):
C  -0.0828  1.2082  0.2609  -0.54
C  1.0192  -0.4276  0.4777  0.00
C  -0.5533  0.0091  0.0029  0.62
N  -1.4407  -0.8507  0.0259  -0.53
F  2.0011  -0.1780  -0.3559  -0.11
H  0.3329  2.0563  -0.2141  0.29
H  -1.2764  -1.8174  -0.1975  0.27

The calculation puts the HOMO-LUMO gap at 7.968 eV. The value obtained for the molar mass is 71.05 g/mol.

#ii
C3H2FN | ωB97M-V/def2-TZVPD

Last column: Mulliken charge in e.
Cartesian coordinates (Å):
C  -0.3812  -0.9634  -0.0082  -0.18
C  0.2379  0.9490  -0.0066  -0.01
C  -1.2257  0.0636  0.0080  0.23
N  0.8898  -0.1221  -0.0015  -0.42
F  -2.5320  0.2173  -0.0017  -0.26
H  -0.2661  -2.0808  0.0000  0.33
H  0.6056  2.0010  -0.0832  0.32

The calculation puts the HOMO-LUMO gap at 9.345 eV. The value obtained for the molar mass is 71.05 g/mol.

Short version: #ii, #i, most stable first.

#i
C3H13N2O3 | ωB97M-V/def2-TZVPD

Last column: Mulliken charge in e.
Cartesian coordinates (Å):
N  0.5609  1.1844  0.3164  -0.26
C  0.0085  0.4249  -0.8920  0.43
C  1.0380  0.0486  -1.9388  -1.27
C  -0.4750  -0.9212  -0.3208  0.07
N  -1.4112  -1.6804  -0.9495  -0.47
O  0.0267  -1.2987  0.7231  -0.56
H  -0.0001  1.9978  0.6659  0.33
H  1.5492  1.3948  0.1179  0.36
H  0.5098  0.4685  1.0721  0.32
H  -0.8224  1.0821  -1.2829  0.42
H  0.6993  0.2198  -2.9430  0.32
H  1.3701  -0.9946  -1.7421  0.37
H  2.0110  0.5995  -1.8141  0.34
H  -1.2683  -2.6994  -0.8767  0.31
H  -1.5628  -1.5071  -1.9416  0.27
H  1.6054  -0.4361  3.0650  0.32
H  1.4850  -1.6460  2.1582  0.34
O  1.8207  -0.7443  2.1776  -0.64
H  -2.3720  0.7343  1.2423  0.31
H  -2.7025  2.1258  1.8538  0.31
O  -2.0703  1.6474  1.3092  -0.61

The calculation puts the HOMO-LUMO gap at 11.343 eV. The charge is +1. The value obtained for the molar mass is 125.15 g/mol.

#ii
C3H13N2O3 | ωB97M-V/def2-TZVPD

Last column: Mulliken charge in e.
Cartesian coordinates (Å):
C  1.6355  0.9451  0.4325  -0.71
C  0.1885  0.7846  0.7469  -0.27
C  -1.0319  1.3719  0.1442  0.64
N  -1.8668  2.1416  0.9815  -0.51
O  -1.9325  0.5730  -0.6806  -0.46
N  2.2936  0.2225  -0.7524  -0.55
H  1.9591  1.9849  0.2862  0.49
H  2.1542  0.5411  1.3209  0.35
H  -0.5987  1.9872  -0.5815  0.16
H  0.0104  0.1577  1.6513  0.46
H  -1.6815  2.2600  1.9774  0.17
H  -2.8491  2.4673  0.6817  0.24
H  3.2978  0.4268  -0.5874  0.29
H  -1.6053  -0.3050  -0.6917  0.36
H  1.9549  0.6949  -1.6254  0.28
H  -1.5767  -2.9075  -0.2361  0.34
H  -0.4089  -1.8492  -0.1570  0.32
O  -1.1949  -2.0992  -0.6788  -0.64
H  2.2100  -3.6366  -0.1203  0.33
H  1.9878  -2.0091  -0.3535  0.36
O  1.5532  -2.8451  -0.0293  -0.66

The calculation puts the HOMO-LUMO gap at 5.295 eV. The charge is +1. The value obtained for the molar mass is 125.15 g/mol.

Short version: #i, #ii, most stable first.

#i
C5H18NO2 | ωB97M-V/def2-TZVPD

Last column: Mulliken charge in e.
Cartesian coordinates (Å):
C  -0.5118  -2.0867  0.4078  -1.67
C  -0.0007  -1.0855  -0.6095  -0.01
C  -0.5233  0.3365  -0.4928  0.56
C  -2.0151  0.3226  -0.8115  -1.63
C  -0.3235  0.9072  0.9296  -1.51
N  1.5296  -1.0890  -0.4840  -0.17
H  -1.5988  -2.1468  0.4434  0.36
H  -0.2269  -1.9261  1.4420  0.46
H  -0.1974  -3.1020  0.1394  0.46
H  -0.2368  -1.4884  -1.5945  0.42
H  0.0131  1.0396  -1.1361  0.40
H  -2.3189  1.2085  -1.3635  0.29
H  -2.6010  0.1948  0.0921  0.41
H  -2.3046  -0.5323  -1.4378  0.43
H  -0.8439  1.8616  1.0217  0.42
H  0.7333  1.0965  1.1445  0.38
H  -0.6416  0.1985  1.6954  0.37
H  1.8122  -1.5145  0.3958  0.26
H  1.9378  -0.1442  -0.4386  0.37
H  1.9935  -1.5958  -1.2354  0.36
H  3.1938  -1.3266  2.0645  0.32
H  3.9370  -0.0758  2.3021  0.32
O  3.0807  -0.3630  1.9503  -0.61
H  -0.5182  3.8325  -1.3813  0.30
H  -1.9578  3.9508  -1.8570  0.31
O  -1.4108  3.5276  -1.1864  -0.60

The calculation puts the HOMO-LUMO gap at 11.151 eV. The charge is +1. The value obtained for the molar mass is 124.20 g/mol.

#ii
C5H18NO2 | ωB97M-V/def2-TZVPD

Last column: Mulliken charge in e.
Cartesian coordinates (Å):
C  0.0062  -1.9108  0.1526  -0.94
C  0.6125  -0.8884  1.1292  -0.36
C  0.6078  0.5198  0.5054  0.08
C  1.8917  0.6437  -0.4370  -0.55
C  3.2663  0.6158  0.2108  -1.12
N  -0.6137  0.7610  -2.2331  -0.37
H  0.8082  -2.5540  -0.1854  0.33
H  -0.6825  -2.5344  0.6416  0.35
H  1.6342  -1.0070  1.5092  0.34
H  0.0032  -0.9690  2.0523  0.33
H  0.7407  1.3572  1.2675  0.34
H  -0.2915  0.6452  -0.1451  -0.05
H  1.7719  1.5798  -1.0000  0.45
H  1.9219  -0.0993  -1.2462  0.26
H  3.3187  -0.0187  1.1324  0.30
H  4.0605  0.2297  -0.4252  0.34
H  3.4638  1.6895  0.3847  0.30
H  -1.0019  1.6994  -2.6121  0.38
H  -0.3413  0.1696  -3.0449  0.35
H  -0.3642  -1.3928  -0.7316  0.19
H  -1.6389  0.3046  -1.6585  0.21
H  -3.1965  -0.4910  -1.4187  0.31
O  -2.4434  -0.1842  -0.8748  -0.48
H  -2.9252  0.0596  1.1328  0.29
H  -2.7533  0.2314  2.7505  0.31
O  -2.3739  0.4207  1.8576  -0.60

The calculation puts the HOMO-LUMO gap at 3.853 eV. The charge is +1. The value obtained for the molar mass is 124.20 g/mol.

Short version: #i, #ii, most stable first.

#i
CH5NO4S | ωB97M-V/def2-TZVPD

Last column: Mulliken charge in e.
Cartesian coordinates (Å):
O  -0.7648  0.4326  -3.3453  -0.57
S  -0.3307  0.1828  -2.0137  1.15
O  -1.1106  -0.7293  -1.2388  -0.49
O  -0.3012  1.5843  -1.2492  -0.47
O  1.1452  -0.3087  -1.9534  -0.43
H  -0.1554  1.3813  -0.3610  0.46
H  1.8780  0.3175  -2.1159  0.37
C  -0.2036  -0.6358  0.9929  -0.29
N  -0.4941  0.5558  1.0656  -0.48
H  -0.7810  -1.4075  1.5023  0.28
H  0.8122  -0.7456  0.5535  0.28
H  -1.3515  0.6506  1.6679  0.19

The calculation puts the HOMO-LUMO gap at 11.105 eV. The SMILES is O=S(=O)(O)O.C=N. The value obtained for the molar mass is 127.12 g/mol.

#ii
CH5NO4S | ωB97M-V/def2-TZVPD

Last column: Mulliken charge in e.
Cartesian coordinates (Å):
C  3.0057  -0.4340  0.3713  -0.06
N  -2.7922  -0.6672  -1.1927  -0.39
O  -0.9357  -0.8169  0.7368  -0.50
O  -0.6562  1.6885  0.3258  -0.41
O  1.9478  -0.0727  -0.0327  -0.32
O  -2.6004  0.5496  -0.3725  -0.34
S  -1.5669  0.4585  0.9005  0.69
H  3.7751  -1.0535  -0.2723  0.18
H  3.5021  -0.1849  1.3561  0.20
H  -2.7650  -1.3988  -0.4594  0.30
H  -1.9188  -0.6070  -1.6570  0.28
H  -0.8507  1.7307  -0.6571  0.36

The calculation puts the HOMO-LUMO gap at 10.941 eV. The value obtained for the molar mass is 127.12 g/mol.

Short version: #i, #ii, most stable first.

#i
C3H18O6 | ωB97M-V/def2-TZVPD

Last column: Mulliken charge in e.
Cartesian coordinates (Å):
C  -0.9599  1.0443  2.6534  -1.28
C  -1.7385  -0.1816  2.2381  0.53
C  -2.3431  -0.0491  0.8369  -1.04
O  -0.8393  -1.3005  2.3071  -0.60
H  -1.5904  1.9267  2.7145  0.41
H  -0.1549  1.2397  1.9300  0.25
H  -0.4573  0.8770  3.6072  0.33
H  -2.5673  -0.3304  2.9486  0.21
H  -2.9361  -0.9432  0.6088  0.36
H  -1.5521  -0.0242  0.0779  0.15
H  -2.9589  0.8403  0.7515  0.38
H  -1.2846  -2.0773  1.9488  0.32
O  2.5935  2.3640  -1.4699  -0.63
H  1.7504  1.9063  -1.5232  0.31
H  3.0609  1.9253  -0.7502  0.33
O  1.5042  -0.7565  0.7617  -0.70
H  0.8509  -1.0456  1.4223  0.44
H  0.9867  -0.5620  -0.0361  0.33
O  0.9346  1.9052  -4.4502  -0.65
H  1.6544  1.2743  -4.5615  0.33
H  1.3765  2.7616  -4.4309  0.33
O  0.5369  -3.3794  -0.4127  -0.66
H  0.7934  -2.5248  -0.0327  0.36
H  1.2693  -3.9607  -0.1878  0.29
O  0.7347  -0.3312  -1.9290  -0.57
H  1.1120  0.3230  -2.5289  0.20
H  0.2240  -0.9213  -2.4938  0.28

The calculation puts the HOMO-LUMO gap at 11.054 eV. The SMILES is CC(C)O.O.O.O.O.O. The value obtained for the molar mass is 150.17 g/mol.

#ii
C3H18O6 | ωB97M-V/def2-TZVPD

Last column: Mulliken charge in e.
Cartesian coordinates (Å):
C  1.7104  -2.6044  2.7573  -0.67
O  1.3426  -1.2821  2.4866  -0.48
H  2.2685  -2.6567  3.6922  0.25
H  0.8094  -3.2123  2.8398  0.28
H  2.3844  -3.0593  2.0315  0.26
H  0.5600  -1.3276  1.9325  0.36
C  2.7495  1.0006  0.3000  -0.45
O  3.3200  0.7099  1.5966  -0.53
H  3.5641  1.3017  -0.3587  0.30
H  2.3304  0.0786  -0.1029  0.17
H  1.9333  1.7210  0.2471  0.19
H  2.6477  0.1528  1.9959  0.39
C  -3.7184  0.9635  -3.1874  -0.55
O  -3.1282  0.7628  -1.8816  -0.51
H  -3.6978  0.1278  -3.8868  0.27
H  -4.7818  1.1395  -3.0250  0.25
H  -3.3054  1.8810  -3.6066  0.24
H  -3.1925  -0.1456  -1.5777  0.26
O  -0.4397  0.8556  -0.4450  -0.57
H  -0.3457  -0.0389  -0.1175  0.25
H  -1.0759  0.7850  -1.1567  0.37
O  0.0192  3.6667  -0.3206  -0.63
H  0.6796  3.3530  -0.9385  0.30
H  -0.6221  2.9576  -0.2743  0.33
O  -0.4349  -2.1512  0.5483  -0.62
H  -0.2496  -3.0198  0.1912  0.27
H  -1.3273  -1.9588  0.2604  0.29

The calculation puts the HOMO-LUMO gap at 8.949 eV. The SMILES is CO.CO.CO.O.O.O. The value obtained for the molar mass is 150.17 g/mol.

Short version: #i, #ii, most stable first.